# 1
Formula: C37H51IrN2OPSb
Source: OMol25
Level of theory: the ωB97M-V functional and the def2-TZVPD basis

## Properties
Charge = +3
Multiplicity = 6
E_HOMO (spin up / spin down) = -15.13 / -15.77 eV
Relative energy (zero: lowest compared OMol25 entry of this formula, charge and spin) = 190.5 kJ/mol
Total energy = -2310.012431 hartree
Frontier orbital gap (spin up / spin down) = 6.68 / 3.42 eV

Last column: Löwdin charge in e.
CARTESIAN COORDINATES (ANGSTROEM)
H  2.233  4.799  1.220  0.13
H  -3.147  2.732  -2.699  0.12
C  3.346  5.320  3.015  -0.16
C  -3.495  1.812  -2.247  -0.04
C  4.580  4.829  3.770  -0.18
C  -5.811  -0.195  3.206  -0.01
H  -2.098  -2.393  -3.853  0.11
H  0.208  -3.727  -4.554  0.12
C  3.722  -0.796  -0.303  -0.12
H  -4.263  2.348  4.904  0.15
H  2.615  -0.384  -4.476  0.09
C  -1.437  -1.699  -3.318  -0.11
H  2.454  5.211  3.637  0.12
H  1.293  -3.173  0.415  0.07
H  4.470  -1.240  0.364  0.10
C  -2.192  1.969  3.260  -0.09
H  -0.489  -4.089  3.373  0.12
C  -1.386  -2.487  2.268  -0.12
C  2.730  1.618  -2.499  -0.12
C  -2.847  -4.455  0.966  -0.04
C  3.273  -2.936  -1.520  -0.09
H  3.605  3.158  4.740  0.12
H  1.543  -1.597  1.199  0.03
C  1.531  0.953  -3.150  -0.66
H  4.137  -3.373  -1.007  0.11
N  3.148  3.081  2.013  -0.04
H  4.690  5.390  4.697  0.12
C  -1.946  -4.798  1.965  -0.02
H  -1.988  -1.331  -2.451  0.05
C  -4.463  -0.510  -1.035  -0.08
N  1.466  1.592  1.044  -0.04
H  2.549  1.861  -1.451  0.05
H  4.101  1.486  2.998  0.13
P  -2.401  -0.348  0.970  0.89
H  0.488  -4.049  -1.615  0.07
H  -5.098  1.544  -3.650  0.13
C  4.285  2.540  2.794  -0.10
H  4.248  -0.453  -1.192  0.07
C  3.162  4.533  1.721  -0.10
C  -5.610  0.835  4.135  0.07
C  4.458  3.339  4.081  -0.16
H  -1.824  -5.836  2.243  0.13
C  0.300  1.835  -3.113  -0.13
C  -3.324  0.121  -0.524  -0.37
C  2.681  -1.856  -0.636  -0.68
C  -2.300  -2.132  1.263  -0.38
H  -6.738  -0.748  3.192  0.13
C  -3.551  0.196  2.284  -0.17
H  0.113  2.214  -2.105  0.05
C  -5.078  -0.003  -2.168  -0.03
H  -0.591  1.320  -3.476  0.06
C  -4.812  -0.492  2.316  0.01
H  -3.703  -2.887  -0.198  0.09
H  3.286  0.060  0.211  0.04
H  0.463  2.700  -3.765  0.11
H  1.674  -3.215  -3.747  0.07
H  2.798  -2.839  1.272  0.11
H  3.638  -2.533  -2.465  0.09
H  2.927  2.560  -3.024  0.11
H  -0.842  -1.705  2.792  0.09
C  -0.178  -2.440  -2.920  -0.61
H  3.629  1.012  -2.585  0.08
C  -2.858  1.293  -1.136  -0.13
C  -4.600  1.152  -2.773  -0.02
C  2.244  2.314  1.538  -0.21
Ir  -0.182  0.461  0.689  0.80
C  1.846  0.387  -4.513  -0.09
H  2.242  1.195  -5.138  0.11
H  -4.974  -1.290  1.603  0.11
C  -3.015  -3.128  0.598  -0.09
H  5.353  2.974  4.584  0.13
O  -1.159  2.452  3.125  0.22
H  -5.944  -0.509  -2.573  0.13
H  5.183  2.627  2.177  0.14
C  -3.350  1.281  3.266  -0.16
H  -0.876  -3.104  -0.970  0.05
C  0.691  -2.871  -4.066  -0.08
H  -1.121  -4.241  -2.288  0.11
H  -1.996  1.805  -0.713  0.06
C  -4.410  1.559  4.178  0.09
H  3.996  4.729  1.043  0.14
H  -1.233  -0.873  -3.999  0.07
H  -4.887  -1.384  -0.564  0.09
H  -6.399  1.080  4.836  0.15
H  0.799  -2.097  -4.822  0.07
C  2.031  -2.397  0.627  -0.14
C  -1.202  -3.813  2.608  -0.04
H  5.479  5.014  3.176  0.13
H  3.446  6.374  2.754  0.13
C  -0.419  -3.505  -1.875  -0.11
H  2.577  -3.750  -1.716  0.07
H  0.960  0.003  -5.016  0.07
H  -3.425  -5.220  0.466  0.13
Sb  0.972  -0.768  -1.690  1.60

***

# 2
Formula: C25H24Br2ClN4O3PbSSbSe4
Source: OMol25
Level of theory: the ωB97M-V functional and the def2-TZVPD basis

## Properties
Charge = -2
E_HOMO = -1.14 eV
Relative energy (zero: lowest compared OMol25 entry of this formula, charge and spin) = 124.5 kJ/mol
Total energy = -17457.288286 hartree
Frontier orbital gap = 4.64 eV

Last column: natural (NBO) charge in e.
CARTESIAN COORDINATES (ANGSTROEM)
H  4.070  -0.326  -1.490  0.27
C  2.370  3.808  -0.194  -0.63
C  2.940  2.880  -1.225  -0.06
C  3.710  2.396  -3.451  -0.06
H  2.216  -3.015  -1.882  0.29
C  -0.763  4.773  -1.890  -0.40
O  3.040  1.271  0.448  -0.50
C  0.101  2.635  2.642  0.07
C  2.733  -1.216  0.362  0.76
N  -2.680  4.369  -0.483  -0.48
H  -1.203  1.598  -1.357  0.46
C  -1.869  5.172  -1.112  0.12
C  4.043  1.111  -3.082  -0.22
H  3.035  3.886  0.670  0.23
H  4.560  -0.100  0.764  0.17
Se  -4.026  -1.435  2.424  -0.39
Se  -1.901  -0.700  3.085  -0.51
H  -0.118  5.479  -2.389  0.22
C  3.832  0.691  -1.774  -0.31
C  -0.544  3.430  -1.950  0.12
C  1.717  -3.141  -2.845  -0.66
C  0.387  3.926  3.069  -0.07
Br  2.293  0.120  4.858  0.05
H  -0.111  6.017  3.005  0.20
H  -0.646  2.463  1.871  0.21
H  2.643  2.992  5.427  0.22
Sb  -3.624  -3.571  0.961  0.66
N  0.513  0.402  -3.210  -0.48
H  -1.369  4.946  2.363  0.24
H  2.217  4.803  -0.612  0.20
Br  0.166  2.269  -5.242  -0.01
H  0.273  2.959  -2.478  0.26
O  3.427  -2.057  -0.235  -0.74
S  -3.474  1.875  0.098  -0.09
H  1.588  5.039  4.460  0.20
H  0.703  -1.001  -1.663  0.24
H  4.463  0.429  -3.809  0.22
H  0.078  5.263  1.419  0.22
H  0.778  -3.666  -2.651  0.25
H  2.906  4.288  -2.841  0.21
Cl  4.007  2.934  -5.090  -0.05
C  3.487  0.003  0.946  -0.18
C  1.677  -1.542  -4.816  -0.16
C  1.331  -0.309  -5.349  -0.30
C  1.327  4.056  4.084  -0.16
H  3.291  0.049  2.014  0.21
Se  -1.911  -2.414  -0.625  -0.88
C  0.741  0.595  -4.490  0.16
H  1.496  -0.062  -6.387  0.22
H  -2.073  6.235  -0.990  0.18
H  2.126  -2.299  -5.450  0.21
C  0.871  -0.789  -2.715  0.08
C  -0.293  5.105  2.435  -0.63
C  3.276  1.569  -0.849  0.38
C  1.548  1.700  4.102  0.15
C  3.157  3.279  -2.533  -0.24
O  1.494  -1.237  0.563  -0.79
Se  -2.374  -5.179  2.276  -0.88
C  1.922  2.929  4.625  -0.28
N  -1.379  2.599  -1.319  -0.55
Pb  -0.858  -0.314  0.622  0.87
N  0.682  1.544  3.131  -0.41
H  1.422  3.425  0.187  0.23
C  -2.494  3.009  -0.585  0.19
C  1.436  -1.812  -3.478  -0.03
H  2.337  -3.760  -3.497  0.19

***

# 3
Formula: C34H46BCl5IrN6O
Source: OMol25
Level of theory: the ωB97M-V functional and the def2-TZVPD basis

## Properties
Charge = +2
Multiplicity = 2
E_HOMO (spin up / spin down) = -14.43 / -14.41 eV
Relative energy (zero: lowest compared OMol25 entry of this formula, charge and spin) = 147.7 kJ/mol
Total energy = -4156.584769 hartree
Frontier orbital gap (spin up / spin down) = 5.90 / 5.31 eV

Last column: Löwdin charge in e.
CARTESIAN COORDINATES (ANGSTROEM)
H  5.484  -2.193  -0.623  0.10
C  1.938  1.257  2.155  -0.21
H  2.540  -2.931  0.026  0.04
C  3.113  0.514  2.098  0.06
N  0.664  0.455  -1.796  0.07
C  1.134  0.891  -2.971  -0.14
H  -2.259  -0.318  4.358  0.10
H  0.746  -5.840  -1.235  0.10
H  1.404  2.084  5.437  0.09
Cl  -4.415  4.995  2.938  0.76
C  -0.218  2.991  -0.246  -0.24
C  2.778  -0.723  -4.045  -0.03
C  -2.901  3.340  1.431  -0.66
H  4.702  -1.395  1.520  0.14
C  -2.616  2.090  0.848  -0.32
N  -0.109  -1.453  -0.311  0.07
H  3.929  0.564  2.797  0.14
H  -3.337  -0.865  2.219  0.10
C  1.598  2.181  3.288  -0.34
H  3.977  -3.614  0.783  0.10
H  2.533  1.350  -4.404  0.15
H  -3.601  2.307  -4.770  0.10
C  -3.291  2.791  -2.151  -0.05
C  -0.063  -3.843  -1.282  -0.33
H  -3.507  -2.485  4.054  0.09
H  -0.568  2.176  3.130  0.05
H  -2.068  1.514  -5.124  0.08
H  -3.834  1.895  -1.863  0.04
C  3.256  -2.799  0.836  -0.04
H  -2.929  3.297  -1.257  0.05
H  2.085  -0.984  -4.844  0.10
H  3.507  0.709  -1.587  0.05
C  -2.445  -1.431  2.510  -0.37
H  0.252  3.469  2.211  0.02
C  -4.119  3.537  2.100  -0.69
H  2.377  2.950  3.298  0.16
C  -2.795  1.714  -4.340  -0.03
H  0.086  3.577  3.947  0.11
C  0.535  -5.038  -0.529  -0.03
H  3.429  2.284  -2.375  0.09
H  0.975  0.578  4.617  0.08
C  -1.419  -2.935  0.677  0.06
C  0.127  1.637  -3.573  0.06
H  3.788  -0.770  -4.450  0.10
H  2.668  1.032  4.811  0.08
C  -1.649  -0.581  3.495  -0.04
H  -0.150  -5.427  0.223  0.08
Cl  -6.573  2.801  2.922  0.79
H  1.837  -3.340  -2.221  0.07
N  1.854  -0.065  0.389  0.06
C  -2.183  2.471  -3.146  -0.33
H  -1.030  -4.183  -1.672  0.15
C  -0.949  1.699  -2.715  -0.20
N  1.177  0.902  1.103  -0.01
C  3.029  -0.321  1.002  -0.16
H  2.690  -1.476  -3.266  0.04
C  1.670  1.419  4.616  -0.03
C  3.561  1.215  -2.547  -0.03
H  -4.000  3.464  -2.631  0.10
H  -1.894  -3.865  0.933  0.13
C  0.788  -3.466  -2.487  -0.06
C  -0.475  -2.748  -0.332  -0.14
H  -3.212  0.761  -4.008  0.09
C  0.265  2.884  3.127  -0.09
H  0.438  -2.560  -2.982  0.08
H  0.191  2.115  -4.536  0.15
C  -4.927  1.392  1.341  -0.71
C  2.511  0.693  -3.530  -0.32
H  2.721  -2.882  1.784  0.10
N  -0.630  0.926  -1.621  -0.05
H  0.738  -4.279  -3.211  0.10
H  -3.580  -3.292  2.495  0.09
H  1.886  -1.422  -1.402  0.09
Cl  -6.190  0.255  1.175  0.77
C  -3.703  1.186  0.719  -0.68
Ir  -0.823  1.234  0.360  1.53
B  1.155  -0.697  -0.843  -0.48
Cl  -1.868  4.702  1.375  0.82
H  1.468  -4.775  -0.031  0.07
H  4.126  -1.470  -1.474  0.06
C  -2.931  -2.723  3.161  -0.05
O  0.035  3.909  -0.837  0.22
H  -2.095  -3.357  3.457  0.10
H  4.559  1.064  -2.956  0.10
C  -1.622  -1.715  1.284  -0.27
H  -1.314  0.350  3.032  0.02
C  4.767  -1.373  -0.599  -0.04
H  -1.784  3.422  -3.511  0.15
C  3.976  -1.456  0.705  -0.33
H  -0.763  -1.112  3.847  0.10
Cl  -3.586  -0.154  -0.363  0.82
N  -0.859  -0.801  0.647  -0.11
C  -5.114  2.555  2.091  -0.68
H  5.326  -0.441  -0.677  0.09